{
  "formula": "H16O7S",
  "method": "ωB97M-V/def2-TZVPD",
  "homo_lumo_gap_ev": 9.814,
  "largest_force_ev_per_a": 1.75,
  "e_homo_ev": -9.904,
  "smiles": "O.O.O.O.O.O.O.S",
  "spin_multiplicity": 1,
  "e_lumo_ev": -0.090,
  "symbols": ["S", "H", "H", "H", "H", "O", "H", "H", "O", "H", "H", "O", "H", "H", "O", "H", "H", "O", "H", "H", "O", "H", "H", "O"],
  "positions_angstrom": [[-4.069, -3.931, -1.680], [-3.616, -2.852, -2.357], [-5.020, -3.162, -1.115], [1.374, 0.881, 2.326], [2.261, 0.756, 1.119], [1.982, 1.379, 1.792], [-0.274, 0.351, 5.080], [0.491, -0.801, 4.368], [0.149, -0.498, 5.226], [-0.671, -1.140, -4.238], [-1.162, 0.346, -4.133], [-0.553, -0.287, -3.778], [2.197, -0.520, -3.271], [3.773, -0.297, -3.150], [2.894, 0.035, -2.951], [-0.012, 3.683, 3.078], [-1.196, 4.417, 3.547], [-0.216, 4.525, 3.512], [0.095, -2.659, 0.687], [0.049, -2.052, -0.672], [-0.274, -1.929, 0.204], [1.341, 1.187, -1.373], [-0.113, 1.375, -1.428], [0.570, 1.192, -0.794]],
  "nbo_charge": [-0.29, 0.14, 0.15, 0.46, 0.47, -0.93, 0.47, 0.47, -0.94, 0.48, 0.48, -0.96, 0.48, 0.48, -0.96, 0.47, 0.46, -0.93, 0.46, 0.47, -0.93, 0.47, 0.46, -0.94]
}



{
  "formula": "C4H4N2O",
  "method": "ωB97M-V/def2-TZVPD",
  "homo_lumo_gap_ev": 9.011,
  "largest_force_ev_per_a": 1.07,
  "e_homo_ev": -9.024,
  "smiles": "[H]/N=c1/cncco1",
  "spin_multiplicity": 1,
  "e_lumo_ev": -0.014,
  "symbols": ["N", "C", "C", "N", "C", "C", "O", "H", "H", "H", "H"],
  "positions_angstrom": [[-1.270, -1.769, -1.008], [-0.644, -0.852, -0.414], [-0.861, -0.422, 0.989], [-0.170, 0.523, 1.494], [0.801, 1.164, 0.737], [1.085, 0.862, -0.534], [0.391, -0.135, -1.150], [-0.896, -1.827, -1.956], [-1.609, -0.879, 1.658], [1.308, 1.938, 1.284], [1.865, 1.396, -1.099]],
  "nbo_charge": [-0.64, 0.47, 0.02, -0.36, -0.16, 0.16, -0.49, 0.35, 0.22, 0.21, 0.21]
}



{
  "formula": "C37H32Cl3FNO2PRhS3Si",
  "method": "ωB97M-V/def2-TZVPD",
  "homo_lumo_gap_ev": [5.469, 5.585],
  "largest_force_ev_per_a": 1.93,
  "e_homo_ev": [-4.827, -4.888],
  "total_charge": -1,
  "spin_multiplicity": 1,
  "e_lumo_ev": [0.642, 0.697],
  "symbols": ["Rh", "C", "Si", "C", "C", "N", "C", "C", "C", "C", "C", "C", "F", "H", "H", "H", "H", "H", "H", "H", "H", "H", "H", "H", "H", "H", "Cl", "C", "C", "C", "Cl", "C", "O", "C", "Cl", "C", "H", "H", "S", "P", "S", "C", "C", "C", "C", "C", "C", "C", "C", "C", "C", "C", "C", "H", "H", "H", "H", "H", "H", "H", "H", "H", "H", "C", "C", "O", "S", "C", "C", "C", "C", "C", "C", "C", "C", "H", "H", "H", "H", "H", "H", "H"],
  "positions_angstrom": [[0.133, -0.039, 0.374], [0.794, -2.320, 2.645], [1.230, -2.903, 0.888], [3.052, -2.676, 0.414], [1.103, -4.791, 1.054], [0.227, -2.054, -0.248], [-0.399, -2.552, -1.365], [-0.193, -3.892, -1.758], [-0.833, -4.470, -2.837], [-1.719, -3.742, -3.613], [-1.927, -2.410, -3.296], [-1.272, -1.845, -2.225], [-1.528, -0.536, -2.022], [1.679, -1.986, 3.193], [0.344, -3.144, 3.201], [0.067, -1.505, 2.644], [3.684, -3.167, 1.161], [3.366, -1.641, 0.333], [3.239, -3.154, -0.552], [1.568, -5.066, 2.003], [1.635, -5.322, 0.260], [0.066, -5.134, 1.075], [0.484, -4.489, -1.163], [-0.642, -5.510, -3.070], [-2.237, -4.195, -4.448], [-2.609, -1.787, -3.859], [4.825, 1.002, 5.999], [3.471, 0.993, 4.908], [3.687, 0.876, 3.546], [2.595, 0.883, 2.706], [2.771, 0.743, 0.996], [1.250, 0.972, 3.141], [0.245, 0.950, 2.332], [1.111, 1.096, 4.546], [-0.484, 1.250, 5.179], [2.187, 1.113, 5.412], [4.690, 0.783, 3.154], [2.024, 1.217, 6.476], [-2.797, -3.499, 0.389], [-3.117, -1.916, 1.502], [-2.265, -0.114, 1.054], [-4.913, -1.520, 1.549], [-5.429, -0.255, 1.302], [-6.799, -0.037, 1.379], [-7.654, -1.079, 1.700], [-7.138, -2.345, 1.949], [-5.774, -2.565, 1.872], [-2.886, -2.308, 3.278], [-3.150, -1.329, 4.229], [-3.121, -1.649, 5.576], [-2.821, -2.944, 5.977], [-2.556, -3.921, 5.028], [-2.594, -3.605, 3.677], [-4.759, 0.555, 1.049], [-7.195, 0.953, 1.191], [-8.723, -0.908, 1.748], [-7.802, -3.162, 2.205], [-5.363, -3.551, 2.052], [-3.382, -0.321, 3.905], [-3.327, -0.888, 6.318], [-2.802, -3.190, 7.032], [-2.327, -4.933, 5.338], [-2.405, -4.357, 2.920], [4.852, 1.891, -7.382], [5.784, 0.732, -7.634], [6.576, 0.710, -8.539], [5.684, -0.722, -6.597], [4.485, -0.349, -5.332], [4.899, 0.238, -4.140], [3.972, 0.508, -3.151], [2.620, 0.183, -3.326], [2.223, -0.415, -4.528], [3.149, -0.683, -5.520], [1.685, 0.428, -2.281], [0.915, 0.676, -1.371], [5.374, 2.814, -7.628], [4.490, 1.929, -6.361], [3.995, 1.796, -8.052], [5.944, 0.480, -3.999], [4.282, 0.977, -2.226], [1.181, -0.668, -4.669], [2.848, -1.152, -6.448]],
  "lowdin_charge": [0.81, -0.15, 0.40, -0.18, -0.19, -0.14, -0.37, -0.08, -0.11, -0.12, -0.04, -0.28, -0.02, 0.03, 0.02, -0.01, 0.03, -0.05, 0.03, 0.03, 0.02, 0.02, 0.06, 0.10, 0.09, 0.11, 0.63, -0.69, -0.14, -0.56, 0.80, -0.52, -0.29, -0.59, 0.71, -0.15, 0.10, 0.10, 0.33, 0.13, 0.39, -0.38, -0.11, -0.09, -0.10, -0.09, -0.10, -0.38, -0.10, -0.09, -0.09, -0.09, -0.12, 0.05, 0.10, 0.10, 0.10, 0.09, 0.10, 0.10, 0.10, 0.10, 0.06, -0.04, -0.75, -0.01, 1.02, -0.57, -0.10, -0.02, -0.24, -0.01, -0.10, -0.14, -0.14, 0.09, 0.06, 0.09, 0.11, 0.11, 0.12, 0.11]
}



{
  "formula": "C26H18BF4IN4O4SV",
  "method": "ωB97M-V/def2-TZVPD",
  "homo_lumo_gap_ev": [6.766, 7.268],
  "largest_force_ev_per_a": 0.88,
  "e_homo_ev": [-8.154, -8.181],
  "s2": 0.77,
  "spin_multiplicity": 2,
  "e_lumo_ev": [-1.388, -0.913],
  "symbols": ["V", "O", "C", "O", "C", "C", "C", "C", "C", "N", "C", "O", "O", "H", "H", "H", "I", "C", "C", "C", "C", "C", "C", "C", "C", "C", "C", "H", "H", "H", "H", "H", "H", "C", "N", "C", "C", "N", "C", "S", "C", "C", "C", "C", "C", "N", "H", "H", "H", "H", "H", "H", "H", "H", "H", "F", "B", "F", "F", "F"],
  "positions_angstrom": [[-0.327, -0.666, 0.748], [1.059, -0.208, -3.040], [0.730, -0.658, -1.969], [0.451, 0.042, -0.901], [0.615, -2.121, -1.662], [0.702, -3.189, -2.531], [0.546, -4.467, -2.001], [0.308, -4.642, -0.644], [0.207, -3.505, 0.135], [0.363, -2.304, -0.379], [-0.144, -3.410, 1.584], [-0.131, -4.303, 2.373], [-0.427, -2.130, 1.888], [0.879, -3.015, -3.583], [0.595, -5.331, -2.651], [0.167, -5.615, -0.197], [-1.690, 0.275, 3.294], [0.227, 0.700, 3.960], [0.339, 1.175, 5.237], [1.598, 1.510, 5.769], [2.709, 1.363, 4.998], [2.617, 0.867, 3.675], [3.804, 0.713, 2.917], [3.757, 0.209, 1.656], [2.511, -0.148, 1.097], [1.320, -0.008, 1.769], [1.358, 0.511, 3.111], [-0.544, 1.300, 5.849], [1.670, 1.879, 6.783], [3.689, 1.616, 5.385], [4.745, 0.999, 3.372], [4.662, 0.082, 1.075], [2.515, -0.535, 0.088], [1.290, 3.442, 0.372], [0.560, 3.137, -0.851], [0.940, 3.526, -2.116], [0.053, 2.991, -2.976], [-0.856, 2.267, -2.229], [-0.531, 2.352, -0.915], [-1.323, 1.770, 0.499], [-1.914, 1.498, -2.813], [-2.491, 1.931, -3.999], [-3.489, 1.135, -4.535], [-3.870, -0.021, -3.871], [-3.227, -0.347, -2.688], [-2.248, 0.400, -2.175], [2.224, 3.921, 0.088], [1.490, 2.518, 0.910], [0.705, 4.105, 1.006], [1.801, 4.145, -2.292], [0.026, 3.012, -4.049], [-2.209, 2.857, -4.478], [-3.974, 1.427, -5.457], [-4.653, -0.659, -4.255], [-3.498, -1.230, -2.120], [-2.398, -1.012, 0.403], [-3.176, -2.282, 0.362], [-4.383, -1.975, -0.238], [-3.308, -2.741, 1.649], [-2.422, -3.155, -0.439]],
  "nbo_charge": [1.42, -0.59, 0.78, -0.75, 0.10, -0.18, -0.13, -0.17, 0.14, -0.44, 0.77, -0.51, -0.71, 0.25, 0.23, 0.25, 0.45, -0.15, -0.24, -0.19, -0.18, -0.07, -0.17, -0.22, -0.21, -0.33, -0.03, 0.23, 0.22, 0.21, 0.21, 0.22, 0.21, -0.40, -0.33, -0.05, -0.05, -0.36, 0.35, -0.13, 0.37, -0.27, -0.15, -0.25, 0.07, -0.42, 0.21, 0.25, 0.23, 0.23, 0.24, 0.22, 0.22, 0.23, 0.24, -0.56, 1.36, -0.55, -0.53, -0.56]
}